{
  "formula": "C21H21N3OSeZn",
  "method": "ωB97M-V/def2-TZVPD",
  "elements": ["Zn", "O", "C", "N", "C", "C", "C", "C", "C", "C", "N", "C", "C", "C", "C", "C", "N", "H", "H", "H", "H", "H", "H", "H", "H", "H", "H", "C", "C", "C", "C", "C", "C", "Se", "C", "C", "C", "H", "H", "H", "H", "H", "H", "H", "H", "H", "H", "H"],
  "xyz": [[-0.30, -0.08, -1.28], [-2.64, 3.08, -2.21], [-1.76, 2.24, -2.05], [-1.74, 1.19, -1.25], [-2.95, 0.64, -0.71], [-3.17, -0.71, -1.36], [-4.43, -1.29, -1.42], [-4.60, -2.46, -2.14], [-3.50, -3.02, -2.79], [-2.27, -2.41, -2.62], [-2.11, -1.30, -1.91], [-0.52, 2.28, -2.93], [-0.32, 3.37, -3.77], [0.66, 3.29, -4.75], [1.40, 2.13, -4.86], [1.19, 1.12, -3.94], [0.25, 1.19, -3.00], [-2.84, 0.49, 0.38], [-3.81, 1.30, -0.88], [-5.26, -0.82, -0.92], [-5.57, -2.93, -2.21], [-3.60, -3.90, -3.40], [-1.38, -2.81, -3.08], [-0.94, 4.24, -3.65], [0.83, 4.12, -5.43], [2.13, 2.00, -5.64], [1.77, 0.20, -3.96], [3.58, -0.82, 5.95], [2.91, -0.73, 4.61], [2.06, -1.72, 4.15], [1.32, -1.56, 2.99], [0.40, -2.65, 2.52], [1.42, -0.36, 2.29], [-0.02, 0.17, 1.09], [2.38, 0.60, 2.65], [2.65, 1.84, 1.85], [3.10, 0.39, 3.82], [3.30, -1.75, 6.46], [3.27, 0.02, 6.57], [4.66, -0.79, 5.86], [1.95, -2.63, 4.72], [0.39, -3.48, 3.23], [0.73, -3.02, 1.55], [-0.61, -2.28, 2.40], [2.09, 1.83, 0.91], [3.71, 1.90, 1.63], [2.35, 2.73, 2.40], [3.81, 1.15, 4.12]],
  "e_above_lowest_kcal_mol": 16.2,
  "lumo_ev": -0.1,
  "e_tot_ev": -142401.2904,
  "homo_energy_ev": -7.52,
  "multiplicity": 1,
  "orbital_gap_ev": 7.419
}